No. 1
{
  "formula": "C59H88NOP2PbSSi",
  "method": "ωB97M-V with the def2-TZVPD basis set",
  "elements": ["H", "C", "H", "H", "H", "C", "C", "H", "H", "N", "S", "C", "C", "H", "C", "Si", "C", "H", "H", "C", "H", "O", "C", "C", "C", "H", "C", "H", "H", "H", "C", "H", "H", "H", "H", "C", "H", "C", "C", "H", "H", "H", "H", "C", "H", "H", "C", "H", "C", "H", "H", "C", "H", "H", "H", "H", "C", "H", "H", "H", "H", "H", "H", "H", "C", "H", "C", "H", "C", "H", "H", "C", "C", "H", "C", "C", "H", "P", "H", "H", "H", "H", "H", "H", "Pb", "C", "H", "H", "C", "P", "H", "H", "C", "C", "C", "H", "H", "C", "H", "H", "C", "H", "C", "H", "H", "C", "C", "H", "C", "C", "H", "C", "C", "C", "H", "C", "C", "H", "H", "H", "C", "C", "C", "H", "C", "H", "H", "C", "C", "H", "C", "H", "H", "H", "H", "H", "C", "C", "H", "C", "H", "H", "H", "H", "C", "C", "H", "C", "H", "H", "C", "H", "H", "H"],
  "positions_angstrom": [[-1.3207, -1.1422, -6.9273], [-1.9973, 3.3946, -4.2629], [-2.3077, -5.4909, 1.5405], [2.3476, 3.1614, -1.1107], [-2.8183, -1.7603, 3.7591], [-5.2334, 0.2016, -2.1390], [-2.9858, 0.7098, -1.3336], [1.8996, -0.3738, 4.9869], [0.9831, -6.8831, 2.6002], [-3.1291, -2.6461, -1.1942], [-0.5611, -2.3705, -1.9853], [-3.4130, 0.3286, -3.6877], [4.0804, 4.0302, 3.5338], [2.1431, 4.8175, 3.0451], [-0.8354, -2.5626, 6.4537], [-1.8445, 0.8854, 0.1840], [2.9160, -0.5275, -1.0720], [0.2185, -2.6438, 6.7110], [1.6704, 0.4922, -4.8673], [-2.5184, 0.6545, -2.6647], [-5.4252, -0.1418, -4.2532], [-2.7989, -2.2113, 0.0155], [-1.0608, -1.9907, 5.0429], [2.1241, 2.6835, 2.7975], [2.8171, 4.0478, 2.6616], [2.0446, -0.5980, 0.9067], [1.2201, -1.3799, -5.8186], [1.9164, -5.5947, 0.6520], [-0.1980, 1.5793, -6.1281], [2.9584, -1.0893, 2.8672], [0.1339, -4.3232, 2.3340], [4.2299, 0.0845, -2.6966], [4.3282, -1.5269, 3.8996], [4.8905, 3.5367, 2.9891], [-5.9594, -3.6608, -2.6509], [-2.9589, 0.7548, 1.7195], [-1.9807, -3.3157, -4.2379], [-2.2344, 3.6493, -0.2580], [-0.7306, -0.4779, 4.9769], [3.0576, 4.3262, 1.6380], [-1.0392, -0.8223, -4.4506], [-2.0246, 2.9980, -5.2792], [-0.0698, 6.1229, -4.3271], [1.0243, -0.3754, -4.6865], [-2.3364, 0.8461, 2.6146], [1.0859, 3.8503, -3.2340], [-1.5357, -5.3664, 0.7791], [2.9208, 1.9224, 2.7873], [0.3932, 4.2262, -5.2328], [-1.3227, -1.9328, 7.2020], [1.4473, 0.0472, -7.4099], [1.3701, -3.8810, 2.7796], [1.3343, -0.8151, -3.7398], [-1.6966, -4.4042, 0.2898], [-6.2842, 0.0428, -1.9269], [-4.3627, -3.9025, -4.5886], [-1.8809, 4.9195, -4.3024], [3.6108, -1.3652, -0.9741], [-1.8625, 1.0718, -5.9386], [4.1267, 2.2471, 4.7799], [-3.0647, 0.2513, -4.7088], [3.5596, 0.2570, 0.8552], [-2.9038, -3.1592, 4.8473], [2.6425, 0.8184, -2.7549], [-4.3513, 0.4892, -1.1092], [1.3729, 4.6105, -5.5265], [-0.0219, -6.7642, 2.1935], [-0.7251, 6.5362, 0.6449], [-4.7566, 0.1026, -3.4366], [4.3910, 2.4702, -2.0689], [-4.7356, 0.5273, -0.0975], [-2.2220, -2.7566, -2.2021], [2.2813, -1.2592, 5.4871], [3.2642, -1.0102, 5.8941], [3.4447, 0.5192, -2.0753], [2.8998, 2.4406, -0.5012], [0.6158, -2.2703, -5.6049], [0.9360, 1.9012, 1.6067], [-2.7646, 5.7139, -0.5083], [1.6334, -1.4920, 6.3268], [0.8664, -4.5592, -0.3310], [-0.7781, 5.8955, -5.9089], [-0.2418, -7.6197, 1.5500], [-0.1032, -0.1549, 5.8052], [-0.6448, -1.5575, 0.5847], [3.8292, 3.2964, 4.8662], [0.7101, -6.3187, -0.4112], [-0.2255, -0.2111, 4.0453], [2.3531, 3.3588, 5.2520], [-0.7439, 1.0295, -3.0144], [-1.9211, 5.2820, -3.2729], [3.3435, -4.4128, 4.5957], [0.9059, -5.4779, 0.2576], [1.9083, 1.4272, 0.0976], [-4.9110, -3.4207, -2.5581], [4.8143, 1.4514, -0.7145], [-1.9309, -3.7915, 3.0388], [1.1971, -2.9615, 3.8243], [-0.7288, -6.7691, 3.0254], [-0.9285, 3.2720, -2.4638], [-0.4388, 0.0859, -4.6003], [-3.1178, -1.5291, 5.4826], [1.4766, 2.6563, 4.1972], [4.4491, 3.7240, 5.6559], [-2.9371, 3.1058, -3.7874], [-0.8361, 0.7082, -5.9440], [-2.5638, -2.1267, 4.7566], [3.3989, 3.0071, 0.2833], [-4.4320, -2.9660, -1.3632], [-2.7029, -3.2216, -3.4393], [-2.7420, 5.3507, -4.8172], [-0.6492, -0.2899, -7.0882], [-0.1319, -5.4591, 1.3837], [3.4190, -1.9059, 3.4261], [-3.4840, -0.2041, 1.7655], [-0.8712, -3.6151, 3.1186], [-0.5656, 5.3873, -4.9659], [3.7064, -2.6803, 2.7169], [2.2611, -1.7090, -5.8580], [2.0544, 4.4054, 5.3561], [2.4515, -2.4179, 4.5079], [0.7892, -0.7926, -7.1591], [-0.1816, 3.1901, 0.9190], [1.9721, -0.9342, -1.4450], [3.1082, -3.5862, 5.2657], [0.9012, 4.9470, 1.5226], [-1.6705, -6.1537, 0.0345], [-0.9007, 5.4735, 0.5307], [2.6321, 0.0928, 0.2953], [4.4084, 5.0553, 3.7215], [0.5464, 3.3113, -4.0185], [1.2911, 1.6233, 4.4872], [-0.9422, 0.1685, -8.0360], [-3.1212, 3.2988, -0.7763], [0.4957, 3.1408, 4.1476], [0.0273, 3.6468, -6.0845], [-4.0211, -3.5477, -3.6256], [3.9799, 1.7535, -1.3548], [-1.6495, 0.1092, 5.0215], [-0.2651, -2.8045, 4.0311], [-3.7015, 1.5576, 1.7497], [2.1955, 2.8984, 6.2294], [2.4442, -3.9648, 6.0457], [-1.2625, -3.5650, 6.5198], [-1.3271, 2.7176, 0.2518], [-2.0369, 5.0152, -0.1140], [4.0338, -3.2489, 5.7383], [-0.8220, 2.8335, -3.4586], [2.3213, -4.2163, 2.3991], [1.1822, 2.4647, -4.2887], [0.0201, 4.5652, 1.0346], [0.8996, -1.5306, -7.9570], [1.1072, 1.2543, -0.6334], [-5.0299, -2.8191, -0.4778]],
  "atomic_forces_ev_per_a": [[0.0, 0.0, 0.0], [0.0, 0.0, 0.0], [0.0, 0.0, 0.0], [0.0, 0.0, 0.0], [0.0, 0.0, 0.0], [0.0, 0.0, 0.0], [0.0, 0.0, -0.1], [0.0, 0.1, 0.0], [0.0, 0.0, 0.0], [0.0, 0.1, -0.1], [-0.1, -0.1, -0.1], [0.0, 0.0, 0.0], [0.0, 0.0, 0.0], [0.0, 0.0, 0.0], [0.0, 0.0, 0.0], [-0.2, -0.2, -0.1], [0.0, 0.0, 0.0], [0.0, 0.0, 0.0], [0.0, 0.0, 0.0], [0.0, 0.0, 0.0], [0.0, 0.0, 0.0], [0.0, -0.1, 0.1], [0.0, 0.0, 0.0], [0.0, 0.0, 0.0], [0.0, 0.0, 0.0], [0.0, 0.0, 0.0], [0.0, 0.0, 0.0], [0.0, 0.0, 0.0], [0.0, 0.0, 0.0], [0.0, 0.0, 0.0], [-0.2, -0.1, 0.2], [0.0, 0.0, 0.0], [0.0, 0.0, 0.0], [0.0, 0.0, 0.0], [0.0, 0.0, 0.0], [-0.1, 0.0, 0.0], [0.0, 0.0, 0.0], [0.0, 0.0, 0.0], [0.0, 0.0, 0.0], [0.0, 0.0, 0.0], [0.0, 0.0, 0.0], [0.0, 0.0, 0.0], [0.0, 0.0, 0.0], [-0.1, 0.0, -0.1], [0.0, 0.0, 0.0], [0.0, 0.0, 0.0], [0.0, 0.0, 0.0], [0.0, 0.0, 0.0], [0.0, 0.0, 0.0], [0.0, 0.0, 0.0], [0.0, 0.0, 0.0], [0.0, 0.2, 0.1], [0.0, 0.0, 0.1], [0.0, 0.0, 0.0], [0.0, 0.0, 0.0], [0.0, 0.0, 0.0], [0.0, 0.0, 0.0], [0.0, 0.0, 0.0], [0.0, 0.0, 0.0], [0.0, 0.0, 0.0], [0.0, 0.0, 0.1], [0.0, 0.0, 0.0], [0.0, 0.0, 0.0], [0.0, 0.0, 0.1], [0.0, 0.0, 0.0], [0.0, 0.0, 0.0], [0.0, 0.0, 0.0], [0.0, 0.0, 0.0], [0.0, 0.0, 0.0], [0.0, 0.0, 0.0], [0.0, 0.0, 0.0], [0.0, 0.0, 0.0], [0.0, 0.0, 0.0], [0.0, 0.0, 0.0], [0.0, 0.1, 0.0], [-0.1, 0.0, -0.1], [0.0, 0.0, 0.0], [-0.2, 0.0, -0.1], [0.0, 0.0, 0.0], [0.0, 0.0, 0.0], [0.0, 0.0, 0.0], [0.0, 0.0, 0.0], [0.0, 0.0, 0.0], [0.0, 0.0, 0.0], [0.2, 0.5, -0.1], [0.0, 0.0, 0.0], [0.0, 0.0, 0.0], [0.0, 0.0, 0.0], [0.0, 0.0, 0.0], [0.0, -0.1, 0.0], [0.0, 0.0, 0.1], [0.0, 0.0, 0.0], [0.0, 0.0, 0.0], [0.1, 0.1, 0.1], [0.0, 0.0, 0.0], [0.0, 0.0, 0.0], [0.0, 0.1, -0.1], [0.3, 0.0, -0.2], [0.0, 0.0, 0.0], [0.0, 0.1, 0.1], [0.0, 0.0, -0.1], [0.0, 0.0, 0.0], [0.0, 0.0, 0.0], [0.0, 0.0, 0.0], [0.0, 0.0, 0.0], [0.1, 0.0, 0.0], [0.0, 0.0, 0.0], [0.0, 0.0, 0.0], [0.0, 0.0, 0.0], [0.0, 0.0, 0.0], [0.0, 0.0, 0.0], [0.0, 0.0, 0.0], [0.0, 0.0, 0.0], [0.0, 0.0, 0.0], [0.0, 0.0, 0.0], [0.1, -0.3, 0.1], [0.0, 0.0, 0.0], [0.0, 0.0, 0.0], [0.0, 0.0, 0.0], [0.0, 0.0, 0.0], [0.0, 0.0, 0.0], [0.0, 0.0, 0.0], [0.1, 0.0, -0.1], [0.0, -0.1, -0.1], [0.0, 0.0, 0.0], [0.0, 0.0, 0.0], [0.0, 0.0, 0.0], [0.0, 0.0, 0.0], [0.0, 0.0, 0.1], [0.0, 0.0, 0.0], [0.0, 0.0, 0.0], [0.0, -0.1, 0.0], [0.0, 0.0, 0.0], [0.0, 0.0, 0.0], [0.0, 0.0, 0.0], [0.0, 0.0, 0.0], [0.0, 0.0, 0.0], [0.0, 0.0, 0.0], [0.0, 0.0, 0.0], [-0.2, 0.0, 0.1], [0.0, 0.0, 0.0], [0.0, 0.0, 0.0], [0.0, 0.0, 0.0], [0.0, 0.0, 0.0], [0.1, -0.1, 0.1], [0.0, 0.0, 0.0], [0.0, 0.0, 0.0], [0.0, 0.0, 0.0], [0.0, 0.0, 0.0], [0.0, 0.0, 0.0], [0.0, 0.0, 0.0], [0.0, 0.0, 0.0], [0.0, 0.0, 0.0], [0.0, 0.0, 0.0]],
  "de_lowest_kj_mol": 15.88,
  "max_force_ha_per_bohr": 0.0104,
  "gap_ha": [0.253, 0.200],
  "multiplicity": 2,
  "e_homo_ev": [-6.4, -6.5],
  "lumo_ev": [0.5, -1.0]
}



No. 2
{
  "formula": "C4H6N",
  "method": "ωB97M-V with the def2-TZVPD basis set",
  "elements": ["C", "C", "H", "H", "C", "H", "H", "H", "N", "H", "C"],
  "positions_angstrom": [[-2.1748, -0.5113, -0.0526], [-1.1155, 0.2604, 0.1454], [0.2019, 1.7907, 0.4735], [1.9552, 0.9913, -0.6193], [1.3944, 0.2924, -0.0321], [1.9597, 0.3495, 0.9861], [-2.6625, -0.2672, -0.9643], [-2.7549, -0.9695, 0.7235], [-0.0236, 0.8756, 0.0916], [2.0673, -1.7221, -0.2936], [1.1527, -1.0899, -0.4582]],
  "atomic_forces_ev_per_a": [[1.9, 2.6, 1.0], [-1.2, -1.2, -0.7], [-1.7, 0.6, 0.0], [0.4, 0.1, -1.0], [-0.7, -1.9, 1.3], [-1.4, -0.2, -1.2], [-0.4, -0.3, -1.1], [0.2, -0.5, 0.4], [1.6, 0.6, 1.4], [-0.5, 0.6, -0.5], [1.8, -0.6, 0.3]],
  "de_lowest_kj_mol": 481.36,
  "total_charge": 1,
  "max_force_ha_per_bohr": 0.0654,
  "gap_ha": [0.317, 0.315],
  "e_homo_ev": [-14.1, -14.1],
  "lumo_ev": [-5.5, -5.5]
}